The following is a quantum chemistry calculation of an isolated ion of composition C6H10N and charge +1, from the Open Molecules 2025 dataset.

Geometry as ORCA input:
```
! RIJCOSX wB97M-V def2-TZVPD def2/J DEFGRID3
* xyz 1 1
C -1.046 -0.498 0.135
C -2.338 -0.601 -0.105
C 2.288 -0.391 -0.028
C 0.079 -1.508 -0.149
C -0.119 0.574 0.529
C -0.093 1.887 -0.213
N 1.060 -0.424 -0.074
H -2.951 0.211 0.305
H -2.697 -1.552 -0.477
H 2.889 0.421 0.294
H 2.855 -1.222 -0.518
H 0.347 -2.121 0.763
H -0.116 -2.085 -1.081
H 0.030 0.692 1.639
H 0.495 1.713 -1.067
H 0.317 2.566 0.494
H -0.999 2.336 -0.448
*
```

Output
* Kohn-Sham gap: 9.5 eV
* lowest unoccupied orbital energy: -4.66 eV
* DFT total energy: -289.02109 Eh
* molar mass: 96.153 g/mol

Results of the Mulliken charge analysis, in e, for atoms 1 through 2: C 0.40; C -0.96

=====

The following is a quantum chemistry calculation of a 8-piece molecular cluster, C68H96FNO3S overall, from the Open Molecules 2025 dataset.

Geometry as ORCA input:
```
! RIJCOSX wB97M-V def2-TZVPD def2/J DEFGRID3
* xyz 0 1
C -5.253 -11.725 -5.207
C -4.395 -12.985 -5.148
C -3.271 -13.008 -6.187
C -2.206 -11.935 -5.959
C -1.401 -12.138 -4.660
C -1.639 -11.083 -3.566
C -0.355 -10.579 -2.911
C -0.615 -9.766 -1.643
C 0.484 -8.752 -1.332
C 0.216 -7.944 -0.052
C -0.320 -6.527 -0.295
C 0.029 -5.561 0.842
C -0.880 -4.320 0.929
C -0.214 -2.995 0.513
C -0.667 -1.802 1.354
C -2.035 -1.236 0.972
C -2.111 -0.613 -0.422
C -1.380 0.738 -0.511
C -0.450 0.855 -1.724
C -0.224 2.285 -2.192
N -1.448 3.030 -2.613
C -1.112 4.352 -3.222
C -0.220 5.220 -2.343
C 0.271 6.463 -3.113
C 1.790 6.621 -3.081
C 2.506 5.616 -3.994
O 3.560 6.250 -4.703
C 4.825 5.663 -4.508
S -2.339 2.085 -3.633
O -3.149 1.185 -2.899
O -1.583 1.644 -4.753
F -3.311 3.193 -4.172
H -5.619 -11.550 -6.222
H -4.700 -10.841 -4.887
H -6.123 -11.817 -4.554
H -5.031 -13.858 -5.314
H -3.967 -13.090 -4.146
H -3.711 -12.879 -7.181
H -2.794 -13.993 -6.166
H -2.693 -10.956 -5.944
H -1.533 -11.918 -6.819
H -1.659 -13.121 -4.254
H -0.335 -12.174 -4.897
H -2.183 -10.229 -3.983
H -2.277 -11.498 -2.778
H 0.268 -11.446 -2.667
H 0.210 -9.974 -3.628
H -0.710 -10.445 -0.789
H -1.572 -9.241 -1.741
H 0.582 -8.073 -2.184
H 1.430 -9.292 -1.235
H 1.122 -7.890 0.556
H -0.521 -8.489 0.547
H -1.409 -6.562 -0.397
H 0.082 -6.146 -1.239
H 1.068 -5.243 0.721
H -0.027 -6.116 1.783
H -1.273 -4.220 1.945
H -1.750 -4.486 0.287
H -0.423 -2.820 -0.546
H 0.873 -3.092 0.589
H -0.732 -2.143 2.394
H 0.083 -1.005 1.344
H -2.331 -0.478 1.705
H -2.783 -2.034 1.051
H -3.157 -0.478 -0.697
H -1.698 -1.309 -1.158
H -0.801 0.901 0.402
H -2.129 1.528 -0.579
H -0.777 0.209 -2.542
H 0.542 0.487 -1.443
H 0.177 2.844 -1.349
H 0.511 2.325 -3.005
H -0.653 4.212 -4.208
H -2.050 4.882 -3.363
H -0.800 5.544 -1.475
H 0.646 4.669 -1.985
H -0.226 7.363 -2.749
H -0.025 6.363 -4.164
H 2.078 7.619 -3.410
H 2.140 6.476 -2.055
H 2.911 4.775 -3.420
H 1.807 5.197 -4.728
H 4.847 4.622 -4.853
H 5.551 6.236 -5.082
H 5.129 5.693 -3.454
C -2.665 8.346 -1.142
C -3.570 9.334 -1.504
C -3.375 10.641 -1.080
C -2.274 10.960 -0.296
C -1.369 9.972 0.065
C -1.566 8.664 -0.357
H -2.819 7.326 -1.472
H -4.426 9.086 -2.118
H -4.081 11.412 -1.360
H -2.122 11.980 0.033
H -0.510 10.221 0.674
H -0.860 7.893 -0.073
C -7.126 -1.849 2.556
C -6.099 -2.516 1.901
C -5.220 -3.310 2.624
C -5.361 -3.434 3.998
C -6.371 -2.746 4.655
C -7.256 -1.955 3.934
H -7.810 -1.226 1.994
H -5.978 -2.409 0.831
H -4.408 -3.819 2.121
H -4.663 -4.041 4.561
H -6.460 -2.815 5.732
H -8.034 -1.408 4.450
C 9.637 5.317 -5.133
C 10.338 5.963 -4.124
C 9.932 5.834 -2.803
C 8.824 5.059 -2.489
C 8.125 4.411 -3.498
C 8.529 4.542 -4.820
H 9.954 5.418 -6.163
H 11.203 6.568 -4.368
H 10.474 6.343 -2.016
H 8.508 4.959 -1.459
H 7.261 3.805 -3.255
H 7.981 4.039 -5.606
C 13.183 9.404 0.061
C 12.637 8.645 -0.966
C 13.152 7.388 -1.247
C 14.211 6.886 -0.502
C 14.756 7.645 0.524
C 14.243 8.904 0.805
H 12.783 10.385 0.280
H 11.810 9.034 -1.546
H 12.733 6.797 -2.051
H 14.610 5.904 -0.721
H 15.580 7.255 1.107
H 14.669 9.496 1.604
C -3.171 2.660 3.694
C -3.997 1.558 3.521
C -3.639 0.334 4.068
C -2.456 0.212 4.782
C -1.629 1.314 4.956
C -1.988 2.539 4.412
H -3.453 3.619 3.276
H -4.921 1.652 2.964
H -4.275 -0.533 3.930
H -2.173 -0.745 5.202
H -0.706 1.216 5.515
H -1.348 3.402 4.549
C -6.711 5.769 6.347
C -6.671 5.914 7.727
C -5.862 5.083 8.489
C -5.090 4.109 7.871
C -5.128 3.964 6.491
C -5.940 4.792 5.730
H -7.344 6.415 5.752
H -7.272 6.676 8.208
H -5.833 5.196 9.566
H -4.457 3.462 8.465
H -4.527 3.204 6.008
H -5.973 4.676 4.654
C -0.863 -3.521 5.943
C 0.244 -4.359 5.945
C 0.870 -4.676 7.143
C 0.389 -4.157 8.337
C -0.718 -3.319 8.335
C -1.342 -3.000 7.137
H -1.352 -3.272 5.008
H 0.618 -4.765 5.014
H 1.733 -5.328 7.145
H 0.877 -4.406 9.271
H -1.093 -2.914 9.266
H -2.205 -2.346 7.134
*
```

Output
* Kohn-Sham gap: 9.7 eV
* lowest unoccupied orbital energy: 0.47 eV
* DFT total energy: -3427.15976 Eh
* molar mass: 1026.585 g/mol

Results of the Mulliken charge analysis, in e, for atoms 1 through 2: C -1.19; C -0.17

=====

The following is a quantum chemistry calculation of CHI2O3S as an isolated structure, from the Open Molecules 2025 dataset.

Geometry as ORCA input:
```
! RIJCOSX wB97M-V def2-TZVPD def2/J DEFGRID3
* xyz -1 1
C -1.119 0.254 0.813
O 1.653 -1.271 -0.592
O 1.961 1.089 -0.711
O 0.396 -0.002 -2.252
S 1.089 -0.025 -0.917
I -1.737 -1.683 0.605
I -0.475 0.770 2.860
H -1.768 0.868 0.193
*
```

Output
* Kohn-Sham gap (spin up / spin down): 6.9 / 6.5 eV
* lowest unoccupied orbital energy (spin up / spin down): 2.62 / 2.53 eV
* DFT total energy: -1257.98271 Eh
* molar mass: 346.891 g/mol

Results of the Mulliken charge analysis, in e, for atoms 1 through 2: C -0.82; O -0.47

=====

The following is a quantum chemistry calculation of C3H3AlO2 as an isolated structure, from the Open Molecules 2025 dataset.

Geometry as ORCA input:
```
! RIJCOSX wB97M-V def2-TZVPD def2/J DEFGRID3
* xyz 1 2
C 0.406 -0.919 -0.055
O -0.420 1.219 0.198
C -0.745 -1.094 0.577
C 0.693 0.555 -0.303
O -1.789 -1.467 0.980
H 1.174 -1.691 -0.003
H 1.614 0.846 0.240
H 0.866 0.714 -1.385
Al -1.799 1.836 -0.249
*
```

Output
* Kohn-Sham gap (spin up / spin down): 8.1 / 3.9 eV
* lowest unoccupied orbital energy (spin up / spin down): -5.31 / -9.09 eV
* DFT total energy: -508.67082 Eh
* ⟨S²⟩: 0.754
* molar mass: 98.037 g/mol

Results of the Mulliken charge analysis, in e, for atoms 1 through 2: C -0.61; O -0.18

=====

molar mass of number 2 (C68H96FNO3S)?
1026.585 g/mol